w) # CH6NO

A 2-piece molecular cluster, CH6NO overall (ωB97M-V with the def2-TZVPD basis set, OMol25).

## Properties
Highest occupied orbital energy ... -2.285 eV
Orbital gap ... 6.606 eV
Charge ... -1

Cartesian coordinates (Å):
O -2.71414 -0.61277 0.51760
H -2.99068 0.03581 -0.14326
C 1.08543 0.51604 -0.29363
N 0.42700 -0.67600 0.13344
H 1.00704 0.67449 -1.37505
H 2.16329 0.46180 -0.09724
H 0.76836 1.45256 0.19950
H 0.84240 -1.09866 0.94551
H -0.58870 -0.75328 0.11314

***

x) # CH6NO

A 2-piece molecular cluster, CH6NO overall (ωB97M-V with the def2-TZVPD basis set, OMol25).

## Properties
Highest occupied orbital energy ... -2.195 eV
Orbital gap ... 6.332 eV
Charge ... -1

Cartesian coordinates (Å):
O 1.87196 -0.17185 -1.53374
H 1.17913 0.05724 -0.91978
C -1.06469 -0.57115 1.01713
N -0.82585 0.78675 0.39177
H -0.19270 -1.20529 1.50655
H -1.46532 -1.23051 0.23560
H -1.93230 -0.55831 1.72094
H -0.32738 1.40891 1.13205
H -0.06805 0.82247 -0.25061

***

It is x) that is the least stable of them.

***

w) # CHBrF2OS

CHBrF2OS in the gas phase (ωB97M-V with the def2-TZVPD basis set, OMol25).

## Properties
Highest occupied orbital energy ... -10.209 eV
Orbital gap ... 10.109 eV
Charge ... 0

Cartesian coordinates (Å):
C 0.21224 0.98825 0.01731
O -2.26452 1.40419 0.77853
F 0.29847 1.58930 -1.09815
F 1.49110 0.95219 0.56427
S -0.96489 1.75864 1.31325
Br -0.30509 0.36923 2.75598
H -0.25957 -0.16612 -0.35114

***

x) # CHBrF2OS

CHBrF2OS as an isolated structure (ωB97M-V with the def2-TZVPD basis set, OMol25).

## Properties
Highest occupied orbital energy ... -9.528 eV
Orbital gap ... 7.490 eV
Charge ... 0

Cartesian coordinates (Å):
C 0.13945 0.39780 -1.50299
O 0.11492 -0.78141 -1.66644
F 1.17696 1.41273 -0.52134
F -0.83924 1.06884 -1.33308
S 0.20872 -1.04369 1.23239
Br -1.04399 -1.25207 3.21333
H 0.24319 0.19780 0.57814

***

It is x) that is the least stable of them.

***

w) # C4H21NO6

A 7-piece molecular cluster, C4H21NO6 overall (ωB97M-V with the def2-TZVPD basis set, OMol25).

## Properties
Highest occupied orbital energy ... -9.581 eV
Orbital gap ... 9.805 eV
Charge ... 0
SMILES ... C=CCNC.O.O.O.O.O.O

Cartesian coordinates (Å):
C -1.53003 -2.08966 -2.78208
C -0.80215 -1.52392 -1.81055
C -1.29016 -1.25884 -0.46535
N -0.51163 -0.05204 0.04359
C -0.96607 0.24206 1.42196
H -1.12069 -2.21878 -3.76041
H -2.48893 -2.55989 -2.59053
H 0.27046 -1.47716 -1.90664
H -1.13974 -2.02647 0.28440
H -2.41364 -1.00270 -0.37602
H 0.47517 -0.24677 0.13171
H -1.32481 1.27313 1.61608
H -0.26600 -0.05995 2.19172
H -1.75634 -0.37168 1.88574
O -2.57042 3.45087 1.04158
H -1.75038 2.97243 0.93184
H -3.07019 3.30062 0.24338
O 2.38036 -1.80384 0.54627
H 2.62096 -0.91070 0.25398
H 3.20353 -2.21678 0.18898
O 1.07955 2.82405 0.56472
H 1.28182 3.73877 0.31489
H 0.12843 2.84783 0.31432
O 2.81857 0.82090 -0.05595
H 3.76834 0.85564 -0.11611
H 2.39918 1.63787 0.29019
O -1.06679 2.51009 -0.93541
H -0.54652 2.64756 -1.73193
H -0.97087 1.48685 -1.01190
O 1.64592 -3.85863 2.10601
H 1.06480 -3.55775 1.39668
H 2.44824 -3.37311 1.77484

***

x) # C4H21NO6

A 6-piece molecular cluster, C4H21NO6 overall (ωB97M-V with the def2-TZVPD basis set, OMol25).

## Properties
Highest occupied orbital energy ... -9.334 eV
Orbital gap ... 9.647 eV
Charge ... 0
SMILES ... COC[C@H](C)N.O.O.O.O.O

Cartesian coordinates (Å):
C -0.09076 -2.82557 3.38100
O 1.04349 -2.39004 2.61288
C 2.15817 -1.95306 3.38342
C 2.00578 -0.49972 3.84351
C 1.19442 0.44667 2.96408
N 3.32172 0.09257 4.16559
H -0.85552 -3.31898 2.78118
H -0.59802 -2.03285 3.93090
H 0.26333 -3.60980 4.05011
H 2.27181 -2.55220 4.28686
H 3.03789 -2.11519 2.76058
H 1.48772 -0.57781 4.79934
H 1.06305 1.47638 3.29655
H 0.17996 0.04799 2.96951
H 1.41486 0.48950 1.89746
H 3.11758 0.87654 4.76877
H 3.89554 -0.52904 4.71734
O -0.17575 -2.82813 -6.54784
H -0.57984 -2.35587 -5.81989
H -0.15202 -2.19215 -7.26283
O 0.21127 2.63779 -7.64651
H 0.12957 1.77281 -8.04821
H 0.90529 3.06927 -8.14490
O -4.23084 6.42421 -0.80473
H -5.10533 6.31881 -1.17944
H -3.85409 5.54448 -0.82350
O -1.67736 -1.95935 -1.86709
H -2.50413 -2.41308 -1.70335
H -1.14384 -2.14648 -1.09471
O -2.28051 2.62257 -2.92840
H -2.26454 2.80833 -3.86727
H -2.18905 1.67152 -2.87034

***

It is w) that is the least stable of them.

***

w) # H12O6

A 6-piece molecular cluster, H12O6 overall (ωB97M-V with the def2-TZVPD basis set, OMol25).

## Properties
Highest occupied orbital energy (alpha / beta) ... 0.407 / -7.157 eV
Orbital gap (alpha / beta) ... 2.748 / 10.336 eV
Charge ... -1
Spin multiplicity ... 2

Cartesian coordinates (Å):
O 2.04637 17.64283 -26.23362
H 2.54930 16.99797 -25.73617
H 2.64536 18.38129 -26.34371
O 1.74241 21.87227 -24.70099
H 0.95193 21.62416 -25.18038
H 2.43683 21.85834 -25.35965
O -0.36761 21.44592 -26.28105
H -1.09613 21.92535 -25.88654
H -0.10803 21.97938 -27.03224
O -0.79323 16.43165 -23.84021
H -1.03331 17.25648 -24.26240
H -1.49883 15.82838 -24.07346
O -0.38217 18.70719 -25.59483
H -0.44354 19.61008 -25.90670
H 0.53173 18.46387 -25.74251
O -0.13678 15.87150 -27.18079
H 0.22249 16.66140 -26.77677
H -0.01636 15.18848 -26.52107

***

x) # H12O6

A 6-piece molecular cluster, H12O6 overall (ωB97M-V with the def2-TZVPD basis set, OMol25).

## Properties
Highest occupied orbital energy (alpha / beta) ... 0.820 / -6.835 eV
Orbital gap (alpha / beta) ... 1.470 / 9.123 eV
Charge ... -1
Spin multiplicity ... 2

Cartesian coordinates (Å):
O -2.32371 -5.89240 -6.96916
H -3.08699 -5.70822 -7.55301
H -2.46799 -5.15194 -6.37106
O 1.09601 4.89895 1.64187
H 0.92575 4.69907 2.57028
H 1.16840 5.88603 1.50309
O -0.17047 -0.24823 7.94333
H 0.40842 -0.88685 7.53183
H -0.65886 -0.73467 8.62101
O 1.96304 2.73713 0.45039
H 1.39716 3.30605 1.01275
H 2.70453 3.21590 0.07926
O -1.93522 -2.01576 -2.71944
H -1.38953 -1.22001 -2.85635
H -1.84929 -2.33223 -1.77084
O 1.20948 -0.44331 -1.26797
H 1.20499 0.52281 -1.30159
H 1.80429 -0.63232 -0.54439

***

It is x) that is the least stable of them.

***

w) # C3H7N2P

C3H7N2P in the gas phase (ωB97M-V with the def2-TZVPD basis set, OMol25).

## Properties
Highest occupied orbital energy (alpha / beta) ... -8.826 / -8.459 eV
Orbital gap (alpha / beta) ... 8.521 / 8.339 eV
Charge ... 0

Cartesian coordinates (Å):
C -1.72783 -0.78524 0.49128
C -1.61957 0.80051 0.37455
C 2.17827 -0.42289 0.16763
N -0.73644 -1.49340 0.31196
N 0.78811 0.02263 0.47194
P -0.04823 1.20747 -0.35703
H -2.68564 -1.03720 0.70120
H -2.54277 1.17264 -0.30079
H -1.76817 1.25014 1.44426
H 2.63144 -0.05271 -0.76912
H 2.95672 -0.31472 0.97394
H 2.03938 -1.57436 0.10974
H -0.27390 0.64149 -1.61448

***

x) # C3H7N2P

A 2-piece molecular cluster, C3H7N2P overall (ωB97M-V with the def2-TZVPD basis set, OMol25).

## Properties
Highest occupied orbital energy (alpha / beta) ... -7.964 / -7.908 eV
Orbital gap (alpha / beta) ... 7.725 / 7.186 eV
Charge ... 0

Cartesian coordinates (Å):
C -1.90411 0.09661 0.55306
C 0.83142 -0.08341 -0.99321
C 1.45746 0.49839 0.33354
N -2.46927 -0.38799 1.49870
N 1.24992 0.47576 -2.06418
P -0.11014 -1.62714 -0.77347
H -1.68092 1.00908 -0.17439
H 1.91130 -0.36567 0.83154
H 2.11110 1.34969 0.22681
H 0.59337 0.90885 0.99660
H -3.17056 0.08743 2.05571
H 0.87321 0.09270 -2.93118
H 0.30722 -2.05429 0.44045

***

It is x) that is the least stable of them.

***

w) # C2HN3O2

C2HN3O2 in the gas phase (ωB97M-V with the def2-TZVPD basis set, OMol25).

## Properties
Highest occupied orbital energy (alpha / beta) ... -11.298 / -11.297 eV
Orbital gap (alpha / beta) ... 9.331 / 9.330 eV
Charge ... 0

Cartesian coordinates (Å):
C -1.84312 0.63719 -0.13908
C 1.56940 -0.28617 -0.16976
N -2.91262 0.99800 -0.16459
N 0.38630 0.21719 -0.64893
N -0.63495 -0.01019 0.08161
O -0.72846 -0.79532 0.99555
O 2.41334 -0.88760 -0.73555
H 1.75011 0.12691 0.78075

***

x) # C2HN3O2

C2HN3O2 in the gas phase (ωB97M-V with the def2-TZVPD basis set, OMol25).

## Properties
Highest occupied orbital energy ... -10.250 eV
Orbital gap ... 9.155 eV
Charge ... 0
SMILES ... O=c1cnonn1

Cartesian coordinates (Å):
O 1.66849 0.22691 -1.45314
C 0.72525 0.33752 -0.64878
C 0.39636 -0.88171 0.31933
N -0.91343 -0.91088 0.69488
O -1.63872 0.25300 0.74362
N -1.16198 1.36002 0.34770
N -0.00532 1.55154 -0.24671
H 0.92935 -1.93639 0.24309

***

It is x) that is the least stable of them.